(1)
The following is a DFT calculation (wB97M-V/def2-TZVPD) of the molecule C4H11NO2.

```
18
Properties=species:S:1:pos:R:3:lowdin_charge:R:1
N 0.71 -0.61 1.28 0.05
C 0.24 -0.32 -0.06 -0.39
C 1.35 -0.50 -1.14 -0.21
O 1.51 -1.87 -1.57 -0.08
C -0.28 1.10 -0.32 -0.17
C -1.20 1.58 0.78 -0.30
O -2.27 0.68 0.94 -0.05
H 0.05 -1.00 1.93 0.07
H 1.49 -1.25 1.34 0.07
H -0.52 -1.08 -0.22 0.13
H 1.10 0.11 -2.01 0.11
H 2.30 -0.25 -0.67 0.12
H 0.69 -2.04 -2.04 0.08
H 0.60 1.76 -0.39 0.13
H -0.76 1.29 -1.29 0.12
H -0.62 1.76 1.71 0.12
H -1.56 2.59 0.52 0.11
H -2.49 0.61 1.87 0.08
```

Results
Gap between HOMO and LUMO (eV): 10.0
Structure (SMILES): N[C@H](CO)CCO
LUMO level (eV): 0.851

(2)
The following is a DFT calculation (wB97M-V/def2-TZVPD) of a structure of composition C8H17CdN2O3S.

```
32
Properties=species:S:1:pos:R:3:lowdin_charge:R:1
C -2.26 0.66 -4.00 -0.47
Cd -0.45 1.27 -3.15 0.73
N 1.95 0.61 -1.18 -0.01
N 1.04 -0.64 -3.92 -0.07
H 1.30 -0.37 -1.21 0.05
H 1.35 1.14 -2.03 -0.12
H -3.18 1.10 -3.58 -0.09
H -2.07 -0.37 -3.52 -0.09
H -2.24 0.58 -5.10 -0.10
H 0.97 -1.40 -3.24 0.00
H 2.04 -0.54 -4.12 0.01
H 0.66 -1.12 -4.74 0.02
H 2.91 0.66 -1.62 0.06
H 1.86 1.20 -0.32 0.07
C 0.28 1.25 4.88 -0.07
C -0.01 0.52 3.60 -0.29
C 0.05 -0.88 3.56 -0.05
C -0.18 -1.55 2.35 -0.06
C -0.46 -0.83 1.19 -0.26
C -0.60 0.57 1.25 -0.08
C -0.33 1.24 2.44 -0.05
S -0.65 -1.61 -0.44 0.45
O 0.74 -1.75 -0.94 -0.40
O -1.31 -2.87 -0.16 -0.33
O -1.31 -0.55 -1.23 -0.46
H -0.48 1.03 5.63 0.08
H 1.25 0.95 5.30 0.08
H 0.30 2.33 4.70 0.07
H 0.28 -1.44 4.46 0.11
H -0.13 -2.64 2.30 0.11
H -0.94 1.12 0.37 0.09
H -0.38 2.33 2.47 0.11
```

Results
Gap between HOMO and LUMO (eV): 4.2
Total charge: -1
LUMO level (eV): 2.855

(3)
The following is a DFT calculation (wB97M-V/def2-TZVPD) of a structure of composition C12H22ClI2N2P2V.

```
42
Properties=species:S:1:pos:R:3:mulliken_spin:R:1
I -0.12 -0.69 -6.19 0.00
I -0.12 2.02 -6.51 0.00
V -0.14 0.88 0.22 2.10
P -2.53 1.14 0.01 -0.07
C -3.42 0.96 -1.56 0.00
C -3.25 -0.15 1.07 0.03
H -4.34 -0.02 1.12 0.00
H -4.24 2.63 0.88 0.00
H -2.83 -0.08 2.08 0.00
H -2.66 2.84 1.71 0.00
H -3.13 0.01 -2.02 0.00
H -3.02 -1.13 0.66 0.00
C -3.15 2.68 0.74 0.01
H -4.51 0.98 -1.40 0.00
H -2.90 3.52 0.09 0.00
H -3.14 1.78 -2.24 0.00
P 2.26 1.14 0.03 -0.06
C 3.16 0.94 -1.53 0.00
C 2.89 2.67 0.77 0.00
H 2.46 -0.10 2.11 0.00
H 4.01 -0.04 1.22 0.00
H 2.72 -1.16 0.70 0.00
C 2.92 -0.17 1.12 0.02
H 2.39 2.83 1.74 0.00
H 3.98 2.62 0.92 0.00
H 4.25 0.96 -1.37 0.00
H 2.88 1.76 -2.21 0.00
H 2.65 3.51 0.11 0.00
H 2.88 -0.01 -1.99 0.00
Cl -0.11 1.97 2.20 -0.02
N 1.97 -4.95 -1.73 0.00
C 1.42 -4.24 -0.99 0.00
C 0.73 -3.33 -0.08 -0.01
C 0.34 -3.78 1.18 0.02
C -0.23 -2.89 2.08 -0.01
C -0.39 -1.56 1.68 0.03
N -0.10 -1.16 0.42 -0.08
C 0.47 -2.01 -0.47 0.03
H 0.51 -4.82 1.46 0.00
H -0.56 -3.17 3.07 0.00
H -0.76 -0.78 2.36 -0.01
H 0.73 -1.62 -1.45 0.00
```

Results
Gap between HOMO and LUMO (spin up / spin down) (eV): 4.3 / 5.2
Multiplicity: 3
Total charge: +2
LUMO level (spin up / spin down) (eV): -9.307 / -8.375

(4)
The following is a DFT calculation (wB97M-V/def2-TZVPD) of a structure of composition C22H50Cl6LiMgN4O8S3.

```
95
Properties=species:S:1:pos:R:3:lowdin_charge:R:1
C 6.08 0.55 -2.77 -0.14
C 4.75 -0.16 -3.19 -0.22
C 3.66 0.84 -3.69 -0.33
C 3.76 1.15 -5.22 -0.03
N 2.28 0.50 -3.29 -0.03
N 1.54 1.45 -2.87 0.18
N 0.34 0.98 -2.60 0.17
C 0.37 -0.33 -2.86 -0.30
C -0.77 -1.28 -2.69 -0.30
C -1.80 -1.17 -3.90 -0.62
C -2.96 -0.22 -3.51 -0.11
Cl -0.97 -0.40 -5.32 0.69
N 1.60 -0.64 -3.32 0.02
C 2.13 -1.90 -3.76 -0.11
S 2.66 -1.91 -5.51 0.64
O 2.72 -3.29 -5.91 -0.30
O 1.75 -1.22 -6.36 -0.33
H 6.09 1.55 -3.23 0.01
H 6.15 0.58 -1.69 0.00
H 6.93 -0.02 -3.18 0.07
H 4.39 -0.81 -2.38 0.07
H 5.04 -0.84 -4.03 0.07
H 3.89 1.84 -3.19 -0.08
H 4.01 2.21 -5.35 0.10
H 2.77 1.01 -5.67 0.08
H 4.57 0.55 -5.71 0.04
H -0.44 -2.37 -2.66 -0.15
H -1.37 -1.02 -1.78 0.07
H -2.18 -2.17 -4.14 0.07
H -3.40 0.26 -4.39 0.07
H -3.76 -0.77 -2.98 0.09
H -2.59 0.53 -2.80 0.08
H 1.36 -2.68 -3.61 0.11
H 3.00 -2.15 -3.13 0.13
H 3.97 -1.43 -5.63 -0.03
Cl 4.68 3.39 -2.33 -0.21
Mg -0.85 -3.10 -1.34 0.66
C 5.11 0.24 1.09 -0.97
Cl 4.61 1.42 -0.12 0.51
Cl 4.75 -1.42 0.57 0.49
H 6.18 0.33 1.25 0.03
H 4.59 0.43 2.01 0.01
O 1.62 3.45 5.91 0.03
C 2.84 3.42 5.77 -0.28
C 3.18 2.42 4.35 -0.29
O 4.41 2.38 4.22 0.03
H 3.45 2.97 6.58 0.13
H 3.36 4.37 5.57 0.13
H 2.58 2.89 3.56 0.12
H 2.64 1.48 4.57 0.13
Li 4.78 -1.30 -6.95 0.84
C -1.19 2.66 1.82 -0.16
C -1.40 3.24 3.21 -0.16
C -0.66 2.24 4.08 -0.22
O 0.42 1.71 3.28 -0.20
C 0.22 2.10 1.92 -0.21
H -1.30 3.39 1.02 0.11
H -1.90 1.84 1.65 0.11
H -0.92 4.22 3.27 0.13
H -2.44 3.35 3.48 0.07
H -1.30 1.41 4.37 0.07
H -0.25 2.70 4.98 0.08
H 0.97 2.87 1.67 0.12
H 0.39 1.24 1.26 0.11
C -4.82 -6.02 -5.02 -0.26
S -4.74 -4.29 -4.54 0.81
O -3.49 -4.11 -3.73 -0.62
C -6.11 -4.35 -3.38 -0.26
H -4.01 -6.22 -5.72 0.05
H -4.70 -6.65 -4.14 0.06
H -5.78 -6.21 -5.50 0.06
H -5.91 -5.09 -2.60 0.06
H -7.02 -4.60 -3.91 0.06
H -6.21 -3.36 -2.92 0.05
Cl -4.44 -1.91 3.42 0.54
C -3.06 -3.04 3.39 -0.66
C -1.91 -2.56 4.25 -0.62
Cl -1.13 -1.10 3.57 0.64
H -2.75 -3.17 2.35 0.05
H -3.42 -3.99 3.76 0.08
H -1.15 -3.33 4.30 0.07
H -2.24 -2.32 5.26 0.07
O 1.42 -3.31 2.85 -0.09
H 2.00 -3.26 3.61 0.04
H 0.76 -2.62 3.00 -0.05
C -5.83 4.21 6.42 -0.27
S -4.27 4.43 5.54 0.82
O -4.38 3.68 4.25 -0.56
C -3.28 3.42 6.66 -0.26
H -6.61 4.73 5.86 0.05
H -6.07 3.15 6.48 0.06
H -5.74 4.64 7.42 0.05
H -3.69 2.41 6.71 0.06
H -3.29 3.87 7.65 0.06
H -2.26 3.38 6.28 0.03
```

Results
Gap between HOMO and LUMO (eV): 3.6
Total charge: +1
LUMO level (eV): -5.152

(5)
The following is a DFT calculation (wB97M-V/def2-TZVPD) of a cluster of 2 separate species, C4H5N3O3 in total.

```
15
Properties=species:S:1:pos:R:3:lowdin_charge:R:1
N 2.25 0.20 1.25 0.10
C 1.32 0.18 0.22 -0.39
C 0.43 1.18 -0.20 0.04
C -0.38 0.56 -1.23 -0.51
O -1.43 0.87 -1.79 0.01
N 0.22 -0.67 -1.44 0.06
N 1.05 -1.02 -0.36 0.04
H 2.48 1.02 1.87 0.13
H 2.95 -0.57 1.18 0.11
H 0.54 2.29 -0.06 0.13
H -0.39 -1.44 -1.65 0.13
H 1.85 -1.66 -0.61 0.17
O -3.45 -1.37 0.58 0.22
C -3.60 -0.29 0.88 -0.45
O -3.85 0.72 1.36 0.22
```

Results
Gap between HOMO and LUMO (eV): 9.0
Structure (SMILES): Nc1cc(=O)[nH][nH]1.O=C=O
LUMO level (eV): 0.428

(6)
The following is a DFT calculation (wB97M-V/def2-TZVPD) of the molecule C2H6N6.

```
14
Properties=species:S:1:pos:R:3:lowdin_charge:R:1
C 0.26 1.72 0.48 -0.05
N -0.08 0.62 -0.43 -0.10
N -1.52 0.57 -0.43 -0.06
N -2.06 -0.56 0.10 0.03
N -1.07 -1.38 0.26 0.06
C 0.18 -0.68 -0.05 -0.46
N 1.32 -1.04 0.21 0.03
N 2.40 -0.12 -0.12 -0.01
H -0.11 1.72 1.50 0.10
H -0.12 2.50 -0.01 0.03
H 1.39 1.58 0.52 0.09
H -1.98 1.55 -0.29 0.18
H 3.12 -0.74 -0.40 0.06
H 2.12 0.56 -0.91 0.11
```

Results
Gap between HOMO and LUMO (eV): 8.9
Structure (SMILES): Cn1[nH]nn/c1=N/N
LUMO level (eV): 0.393

Calculated F_max (eV/A), listed in the same order as above: 1.89, 2.52, 3.00, 6.36, 3.10, 5.97